[1]
DFT (ωB97M-V/def2-TZVPD) results for a cluster of 2 separate species, C7H7N in total.

XYZ file:
```
15
Properties=species:S:1:pos:R:3:forces:R:3:mulliken_charge:R:1
C 1.74354 0.60284 -0.68506 0.189 0.891 -0.137 -0.2250
C 1.62555 -0.76804 -0.65915 0.895 -0.275 -1.052 -0.3484
C 0.73469 -1.31985 0.18091 -2.572 0.168 2.124 -0.1302
N -0.04786 -0.61402 1.06995 1.681 0.203 -0.813 -0.6047
C 0.10296 0.71626 1.04022 -0.134 -0.305 0.006 -0.2254
C 0.94368 1.38201 0.14491 0.186 0.760 -0.107 -0.2586
H 2.46490 1.01526 -1.37957 -0.156 0.364 0.041 0.3618
H 2.17561 -1.42106 -1.34295 -0.046 0.394 0.241 0.3351
H 0.47712 -2.36501 0.13733 0.294 -0.363 0.119 0.4049
H -0.50679 1.31063 1.73000 0.113 -0.375 -0.194 0.3744
H 0.92922 2.50895 0.10472 0.223 -1.456 0.076 0.3003
C -2.46964 -0.55232 -0.22822 2.228 -4.285 0.824 -0.2516
C -2.73969 0.46218 -0.75384 -1.740 5.763 -1.373 -0.2906
H -1.84881 -1.45063 0.01738 -1.681 1.313 -0.080 0.2509
H -3.00284 1.56154 -0.99513 0.519 -2.796 0.327 0.3071
```
Positions in Å, forces in eV/Å.

As for the net charge: 0. The relative energy (zero: lowest compared OMol25 entry of this formula, charge and spin) is 53.0 kcal per mole. As for the SMILES: c1ccncc1.C#C. As for the spin multiplicity: 1. The LUMO energy comes out at 0.829 eV. The HOMO-LUMO gap comes out at 10.7 eV. Its HOMO energy is -9.8 eV.

[2]
DFT (ωB97M-V/def2-TZVPD) results for a structure of composition C7H7N.

XYZ file:
```
15
Properties=species:S:1:pos:R:3:forces:R:3:mulliken_charge:R:1
C -0.47703 -1.70760 0.38056 1.977 -2.826 2.643 -0.3186
C -0.74892 -1.61069 -0.92696 0.378 0.792 -0.763 -0.5075
C -0.86864 -0.18104 -1.09164 -0.264 1.833 0.122 -0.2891
C -0.00713 1.27872 -0.49380 1.649 1.979 -2.869 -0.2800
C 0.98855 1.61025 0.56044 1.279 -1.353 4.107 -0.2167
C 0.66781 0.78842 1.71804 0.673 -0.050 -3.347 -0.5908
C -0.29026 -0.15327 0.82771 5.859 -6.168 4.565 0.3556
H 0.07341 -2.76602 0.85056 -1.921 3.506 -0.916 0.2180
H -0.68350 -2.20664 -1.88212 -0.181 0.141 1.834 0.3419
H -1.41688 0.08965 -1.90523 -1.355 1.414 -2.323 0.5190
H -0.05752 2.07652 -1.31132 -0.819 -1.075 1.221 0.3196
H 1.93054 2.25500 0.45679 -1.901 -0.752 0.113 0.3307
H 1.29280 0.26887 2.50821 -0.772 1.614 -0.797 0.3076
H 0.70165 -0.36391 0.17547 -1.459 0.252 0.390 0.2192
N -1.10487 0.62173 0.13328 -3.145 0.693 -3.978 -0.4090
```
Positions in Å, forces in eV/Å.

As for the net charge: 0. The relative energy (zero: lowest compared OMol25 entry of this formula, charge and spin) is 214.8 kcal per mole. As for the spin multiplicity: 1. The LUMO energy comes out at -0.055 eV. The HOMO-LUMO gap comes out at 7.2 eV. Its HOMO energy is -7.3 eV.

[3]
DFT (ωB97M-V/def2-TZVPD) results for the ion C7H7N2O4 with charge -1.

XYZ file:
```
20
Properties=species:S:1:pos:R:3:forces:R:3:mulliken_charge:R:1
C 0.82994 1.59952 2.16770 -2.649 -0.395 -3.291 -1.1867
C 0.00533 1.48299 1.10174 0.598 1.001 0.815 0.8925
N -0.86501 1.53662 0.23445 1.122 0.653 3.345 -0.4253
C -1.03430 0.89066 -0.95793 0.701 -1.214 -2.253 0.0192
C -1.35456 -0.58462 -0.79423 1.895 0.069 -1.954 -1.0561
N -0.26899 -1.35629 -0.24671 -1.117 1.126 0.388 -0.0015
C -0.38288 -1.58906 1.20590 1.050 0.704 -0.080 0.5657
O -1.55357 -1.60798 1.59751 -0.135 -0.442 0.696 -0.7390
O 0.72917 -1.64667 1.79165 -0.960 -0.401 -0.025 -0.7281
C 1.02108 -0.93874 -0.73187 0.854 1.890 1.815 -0.2715
C 1.10674 0.15638 -1.78168 -0.018 -0.716 -0.387 0.4194
O 2.06485 0.26619 -2.50852 -0.189 0.098 0.112 -0.6297
O 0.10668 1.06257 -1.87359 -0.179 -0.146 0.486 -0.4107
H 0.78207 0.82781 2.84351 -0.076 -1.903 1.392 0.3094
H 1.44264 2.39969 2.39025 1.102 1.624 -0.165 0.3180
H -1.85403 1.34326 -1.47856 -0.332 0.413 -0.492 0.4373
H -2.24499 -0.61596 -0.31289 -2.213 -0.483 2.565 0.5905
H -1.69677 -0.97016 -1.75103 0.539 0.028 -0.836 0.3063
H 1.68652 -0.41034 0.11787 -1.415 -1.461 -1.378 0.1935
H 1.48008 -1.84585 -1.01355 1.420 -0.445 -0.756 0.3970
```
Positions in Å, forces in eV/Å.

As for the net charge: -1. The relative energy (zero: lowest compared OMol25 entry of this formula, charge and spin) is 22.9 kcal per mole. As for the SMILES: C=C=N[C@@H]1CN(C(=O)[O-])CC(=O)O1. As for the spin multiplicity: 1. The LUMO energy comes out at 3.556 eV. The HOMO-LUMO gap comes out at 8.5 eV. Its HOMO energy is -4.9 eV.

[4]
DFT (ωB97M-V/def2-TZVPD) results for a cluster of 2 separate species, C7H7N2O4P in total.

XYZ file:
```
21
Properties=species:S:1:pos:R:3:forces:R:3:mulliken_charge:R:1
C 1.18102 0.28438 1.62612 -0.673 -0.725 2.847 -0.6933
C 1.59337 1.25951 0.77403 -0.438 1.194 -1.119 -0.4706
C -0.00647 -0.38038 1.22698 0.918 -1.400 0.657 -0.3446
C 0.88063 1.55521 -0.38989 2.470 0.449 1.306 -0.6613
C -0.64143 -0.26178 0.02023 0.722 1.178 0.695 0.7799
C -0.20012 0.83158 -0.85584 1.006 -1.282 2.918 0.7588
C -1.91997 -1.00433 -0.22459 0.118 2.445 -0.988 -1.2080
N -0.87803 1.08478 -1.87265 -1.651 2.212 -5.324 -0.7295
N -0.08230 2.48375 -3.05245 -4.535 -0.490 -0.055 0.2246
O 1.34821 3.34719 -5.14463 -0.167 -0.217 1.079 -0.7637
O 2.10175 1.28981 -3.84179 -0.374 -0.101 0.516 -0.6963
O -1.01016 2.95388 -3.66549 2.813 -1.445 2.069 -0.3215
O 2.50370 3.64508 -2.88677 -0.451 0.214 0.989 -0.7152
P 1.75554 2.74609 -3.80717 1.587 0.103 -2.977 0.8562
H 1.53463 0.25911 2.74952 -0.522 -0.283 -2.412 0.1376
H 2.40517 1.92677 1.01738 0.287 0.044 0.065 0.3498
H -0.33803 -1.22868 1.84741 -0.173 0.451 0.087 0.2434
H 1.27575 2.37074 -0.95078 0.014 0.424 -0.639 0.3711
H -2.37413 -0.33099 -1.04447 -0.329 -1.229 1.463 0.2985
H -1.67476 -1.92723 -0.70502 -0.367 -1.054 0.012 0.2247
H -2.41731 -1.02574 0.77446 -0.256 -0.488 -1.189 0.3595
```
Positions in Å, forces in eV/Å.

As for the net charge: -2. The relative energy (zero: lowest compared OMol25 entry of this formula, charge and spin) is 56.3 kcal per mole. As for the spin multiplicity: 1. The LUMO energy (alpha / beta) comes out at 5.785 / 5.784 eV. The HOMO-LUMO gap (alpha / beta) comes out at 6.0 / 6.1 eV. Its HOMO energy (alpha / beta) is -0.3 / -0.3 eV.

[5]
DFT (ωB97M-V/def2-TZVPD) results for a structure of composition C7H7N2PS2.

XYZ file:
```
19
Properties=species:S:1:pos:R:3:forces:R:3:mulliken_charge:R:1
C -1.29807 2.70516 -0.34948 0.072 0.009 0.102 -1.3660
C -0.60673 1.41520 -0.05860 -0.081 0.073 -0.198 0.5232
C 0.17505 1.20410 1.02932 0.156 0.020 0.256 -0.8216
C 0.81119 -0.04274 1.28596 0.079 0.009 0.005 -0.5623
C 0.69014 -1.10323 0.44509 -0.032 -0.103 0.089 0.2329
P 1.55624 -2.64537 0.71761 0.630 -0.151 -0.376 0.1725
S 3.12700 -3.00487 -0.36426 -0.158 0.053 0.064 -0.4022
C -0.12381 -0.93208 -0.70396 0.076 0.074 -0.071 0.6333
N -0.37945 -1.85003 -1.63884 -0.236 -0.159 0.128 -0.5842
S -1.37831 -1.15915 -2.67615 0.164 0.024 -0.383 0.1733
N -1.48521 0.31614 -2.07406 -0.291 -0.071 0.111 -0.5776
C -0.76227 0.31515 -0.94871 0.045 0.027 -0.099 0.7308
H -1.17713 2.97634 -1.39428 -0.025 0.046 -0.099 0.3503
H -0.90280 3.49931 0.27647 0.016 0.095 0.050 0.4119
H -2.36439 2.61149 -0.15295 -0.124 0.007 -0.046 0.2867
H 0.33349 2.00877 1.73258 -0.012 0.083 0.066 0.3614
H 1.42471 -0.14253 2.17024 0.043 0.057 0.107 0.3030
H 0.53574 -3.59637 0.61284 -0.117 -0.066 0.148 0.0904
H 1.82459 -2.57529 2.09118 -0.206 -0.026 0.146 0.0442
```
Positions in Å, forces in eV/Å.

As for the net charge: 0. The relative energy (zero: lowest compared OMol25 entry of this formula, charge and spin) is 0.0 kcal per mole. As for the spin multiplicity: 1. The LUMO energy comes out at -0.902 eV. The HOMO-LUMO gap comes out at 7.8 eV. Its HOMO energy is -8.7 eV.

[6]
DFT (ωB97M-V/def2-TZVPD) results for the molecule C7H7N3O.

XYZ file:
```
18
Properties=species:S:1:pos:R:3:forces:R:3:mulliken_charge:R:1
N -3.05124 -0.87299 0.07621 -1.878 4.255 -0.978 -0.5333
C -1.75466 -0.29788 0.00577 0.368 -1.075 1.276 0.7293
C -0.76561 -1.24407 -0.10690 1.893 0.971 0.002 -0.9370
C 0.59104 -0.59513 -0.04562 2.703 -1.408 2.105 0.3859
N 1.95563 -1.11501 0.25661 -2.170 -5.273 -2.315 -0.1761
C 2.95535 -0.27425 -0.01379 0.618 2.501 1.158 -0.2211
C 2.30561 0.90872 -0.02804 3.344 5.342 0.056 -0.7325
C 0.94320 0.74550 0.07702 -5.077 1.749 -1.858 0.3963
C -0.25604 1.74337 -0.00582 -0.470 3.231 1.255 0.1897
O -0.43929 3.02544 -0.09534 2.260 -4.584 -0.098 -0.7028
N -1.46971 1.12100 0.34520 -0.148 -4.169 -1.722 -0.1758
H -3.11813 -1.87094 -0.21603 -0.101 1.723 0.005 0.2409
H -3.79454 -0.09707 -0.29851 1.947 -3.363 1.014 0.2576
H -1.03382 -2.37426 -0.22200 0.961 2.478 0.139 0.0774
H 2.32953 -2.00070 -0.08250 -1.530 -0.813 0.450 0.2547
H 4.04107 -0.55552 0.01949 -1.525 0.327 -0.066 0.3657
H 2.77572 1.96210 0.02537 -0.744 -1.975 -0.369 0.3096
H -2.21411 1.79169 0.30889 -0.452 0.083 -0.054 0.2714
```
Positions in Å, forces in eV/Å.

As for the net charge: 0. The relative energy (zero: lowest compared OMol25 entry of this formula, charge and spin) is 78.2 kcal per mole. As for the SMILES: Nc1cc2[nH]ccc2c(=O)[nH]1. As for the spin multiplicity: 1. The LUMO energy comes out at 0.640 eV. The HOMO-LUMO gap comes out at 8.2 eV. Its HOMO energy is -7.5 eV.

- What is the relative energy (zero: lowest compared OMol25 entry of this formula, charge and spin) in the fourth record?
  56.3 kcal per mole